(1)
DFT (the ωB97M-V functional and the def2-TZVPD basis) results for a molecular structure, C42H39Cl3CsN3OP2S2.

HOMO in hartree: -0.2627
Charge: 0
Relative energy (zero: lowest compared OMol25 entry of this formula, charge and spin) in kJ/mol: 0.00
LUMO level in eV: 0.2
Gap between HOMO and LUMO in hartree: 0.269

```
93
C42H39Cl3CsN3OP2S2 | the OMol25 dataset | the ωB97M-V functional and the def2-TZVPD basis
Cs 1.250 1.341 -0.534
Cl -0.846 6.308 0.733
Cl 1.819 5.279 0.188
Cl 0.438 6.868 -1.817
S 5.832 0.360 1.523
S 3.733 2.489 1.148
P -1.883 0.903 0.892
P -0.106 -1.318 1.574
O 0.832 1.984 2.574
N -1.487 -0.337 2.054
N -0.707 3.457 -1.488
N 3.436 -0.159 0.670
C -3.215 0.027 -1.396
C -0.330 4.457 -1.074
C 0.248 5.685 -0.511
C -0.242 -2.222 -1.034
C -0.879 -2.262 0.201
C 2.984 -1.137 -3.364
C 0.984 -3.281 3.168
C 3.614 3.829 -3.011
C -4.246 -0.562 -2.116
C 2.451 0.255 -3.576
C 3.245 1.358 -3.281
C -1.255 -3.723 4.738
C 4.174 0.850 1.053
C -3.193 3.265 1.362
C 4.120 -1.359 0.705
C -3.948 4.196 2.054
C -4.360 3.922 3.352
C -0.776 -2.890 -2.132
C -3.282 0.110 -0.011
C 5.453 -1.292 1.138
C 5.701 -3.646 0.847
C 1.449 2.837 -3.846
C -0.176 -2.544 2.936
C -1.958 -3.596 -1.992
C -2.603 -3.640 -0.759
C 2.755 2.656 -3.401
C 6.249 -2.424 1.212
C 4.379 -3.725 0.412
C -0.102 -4.466 4.951
C -3.272 1.778 3.244
C -2.854 2.043 1.946
C -4.020 2.717 3.945
C -1.295 -2.766 3.733
C -4.393 -0.406 0.653
C 0.631 1.752 -4.157
C -0.779 1.970 -4.634
C -5.345 -1.080 -1.448
C 1.145 0.468 -4.015
C 1.020 -4.245 4.163
C -5.418 -1.002 -0.061
C 3.587 -2.592 0.336
C -2.066 -2.983 0.332
H 1.699 2.226 2.182
H 4.035 -1.197 -3.647
H -3.029 0.834 3.717
H 0.676 -1.654 -1.151
H 4.491 3.897 -3.657
H -4.339 2.501 4.956
H -2.571 -3.015 1.290
H 6.307 -4.541 0.900
H 7.274 -2.351 1.550
H -1.377 1.066 -4.517
H 1.054 3.843 -3.943
H -1.209 0.133 2.914
H -1.256 2.773 -4.073
H 1.088 1.646 3.442
H -2.198 -2.193 3.566
H 3.971 3.718 -1.984
H -4.450 -0.347 1.733
H -2.346 0.432 -1.903
H -0.076 -5.211 5.735
H -3.532 -4.188 -0.658
H 2.920 -1.421 -2.309
H -4.212 5.137 1.589
H -4.945 4.648 3.903
H -2.383 -4.119 -2.840
H 1.867 -3.084 2.569
H 2.428 -1.870 -3.948
H 1.924 -4.813 4.337
H -0.264 -2.859 -3.086
H -0.788 2.245 -5.691
H -2.128 -3.892 5.356
H -6.281 -1.403 0.455
H 4.255 1.204 -2.912
H -2.857 3.470 0.351
H 2.558 -2.647 0.002
H 0.514 -0.386 -4.244
H -6.147 -1.543 -2.009
H 3.060 4.764 -3.089
H 3.961 -4.683 0.128
H -4.189 -0.628 -3.195
```

Atomic partial charges in e from the Löwdin method, atoms 1 to 4: number 1, Cs, carries 0.912; number 2, Cl, carries 0.648; number 3, Cl, carries 0.646; number 4, Cl, carries 0.632

***

(2)
DFT (the ωB97M-V functional and the def2-TZVPD basis) results for a molecular structure, C42H39Cl3N4O4P2Sn.

HOMO in hartree: -0.4956
Charge: +2
Relative energy (zero: lowest compared OMol25 entry of this formula, charge and spin) in kJ/mol: 55.71
LUMO level in eV: -9.2
Gap between HOMO and LUMO in hartree: 0.159

```
95
C42H39Cl3N4O4P2Sn | the OMol25 dataset | the ωB97M-V functional and the def2-TZVPD basis
Sn -0.938 0.554 0.199
Cl 1.176 1.955 -3.081
Cl 0.422 4.726 -3.453
Cl 1.205 3.806 -0.834
P 2.465 -0.990 0.924
P 0.825 -2.136 -1.236
O -1.285 2.384 -0.909
O 1.019 -0.763 1.317
O 0.272 -0.734 -1.384
O -1.924 3.083 -2.943
N -0.805 0.605 3.099
N -3.232 0.307 -3.885
N -1.442 3.065 2.155
N -2.518 -0.075 -1.560
C -1.107 2.913 -2.074
C 3.750 1.333 1.547
C -4.282 1.297 -4.187
C 0.237 1.498 5.054
C 4.748 -2.995 4.327
C -2.377 -3.687 0.665
C -0.493 -0.334 3.910
C 3.569 0.906 -0.822
C 4.225 2.101 -1.081
C 4.775 -1.791 2.245
C -0.469 -4.888 1.509
C 1.082 -2.679 -5.217
C 4.400 2.527 1.283
C -0.404 1.784 3.752
C -1.938 4.280 1.662
C -3.438 4.256 1.349
C -0.736 3.053 3.245
C 3.341 0.507 0.493
C 0.891 -4.314 -2.967
C -0.167 -3.165 -0.149
C -5.458 5.524 1.095
C -4.085 5.480 1.301
C 0.947 -4.877 -4.232
C -1.839 -4.660 1.498
C 1.046 -4.062 -5.353
C -5.508 3.130 0.911
C 3.359 -2.996 4.320
C -6.169 4.352 0.896
C 1.024 -2.106 -3.956
C -2.850 0.118 -2.657
C 0.362 3.374 -2.352
C 0.367 -4.147 0.684
C 5.455 -2.403 3.288
C 3.380 -1.774 2.245
C 4.645 2.905 -0.034
C 0.935 -2.927 -2.828
C -4.140 3.080 1.126
C -1.546 -2.941 -0.158
C 2.673 -2.387 3.278
C -2.651 -0.512 -4.956
C 0.165 0.182 5.192
C 2.499 -2.096 -0.520
H 5.283 -3.458 5.146
H 6.537 -2.418 3.291
H 4.411 2.401 -2.104
H 3.195 -1.729 -1.274
H -3.357 -1.273 -5.289
H -2.488 -5.253 2.130
H 2.821 -3.095 -0.228
H -7.234 4.389 0.709
H -0.048 -5.648 2.155
H -1.659 5.150 2.259
H 3.238 0.299 -1.654
H -5.261 0.932 -3.880
H 3.578 1.024 2.573
H -1.747 -0.997 -4.595
H -4.281 1.463 -5.260
H 0.804 -4.951 -2.095
H -6.062 2.213 0.753
H 1.035 -1.029 -3.837
H -2.398 0.134 -5.794
H 1.590 -2.391 3.250
H -5.967 6.479 1.082
H -1.967 -2.191 -0.816
H -4.054 2.232 -3.684
H 0.653 2.228 5.732
H 1.151 -2.048 -6.094
H 1.093 -4.507 -6.338
H 0.907 -5.952 -4.347
H -0.679 -1.374 3.658
H -3.446 -3.520 0.645
H -3.528 6.400 1.436
H 2.815 -3.477 5.123
H 4.736 3.155 2.099
H 1.432 -4.347 0.706
H -1.464 4.350 0.657
H 5.168 3.829 -0.242
H -0.461 3.953 3.792
H -3.627 2.127 1.131
H 0.492 -0.426 6.023
H 5.328 -1.317 1.442
```

Atomic partial charges in e from the Löwdin method, atoms 1 to 4: number 1, Sn, carries 1.442; number 2, Cl, carries 0.644; number 3, Cl, carries 0.676; number 4, Cl, carries 0.619

***

(3)
DFT (the ωB97M-V functional and the def2-TZVPD basis) results for a molecular structure, C42H39I2N4NdO4S.

HOMO (alpha / beta) in hartree: -0.2659 / -0.2663
Charge: 0
Multiplicity: 4
Relative energy (zero: lowest compared OMol25 entry of this formula, charge and spin) in kJ/mol: 0.00
LUMO level (alpha / beta) in eV: -0.2 / -0.1
Gap between HOMO and LUMO (alpha / beta) in hartree: 0.260 / 0.261

```
93
C42H39I2N4NdO4S | the OMol25 dataset | the ωB97M-V functional and the def2-TZVPD basis
Nd -19.421 7.820 6.103
I -19.663 1.238 1.868
I -22.756 3.331 6.697
S -16.186 8.838 8.300
O -16.840 8.857 6.952
O -20.863 5.900 5.840
O -19.060 10.246 6.206
O -17.947 6.231 7.173
N -18.718 6.101 4.260
N -20.131 7.563 8.602
N -20.632 9.187 3.990
N -22.319 8.458 6.538
C -22.275 9.535 7.525
C -17.381 5.372 2.451
C -18.219 12.428 5.675
C -18.340 5.190 7.858
C -13.972 9.416 6.856
C -16.954 9.730 10.833
C -23.162 8.962 5.411
C -22.055 9.137 8.973
C -19.292 4.017 3.139
C -21.098 2.666 4.180
C -17.585 11.064 8.910
C -19.495 5.200 8.764
C -17.523 13.165 4.768
C -17.650 6.253 3.504
C -18.202 11.816 11.139
C -20.145 2.834 3.193
C -12.608 11.355 7.195
C -23.063 7.307 7.113
C -19.943 4.047 9.466
C -16.981 9.956 9.446
C -18.224 4.310 2.234
C -21.330 3.667 5.111
C -20.212 6.375 9.101
C -14.594 9.656 8.087
C -12.960 10.248 6.429
C -22.905 8.204 4.112
C -13.181 11.541 8.474
C -17.588 10.652 11.684
C -18.241 11.972 9.745
C -18.179 2.820 8.342
C -14.169 10.668 8.942
C -20.651 8.682 9.384
C -19.269 2.838 9.225
C -20.605 4.897 5.034
C -17.555 12.847 3.394
C -18.405 11.872 2.973
C -21.749 8.674 3.246
C -17.700 3.947 7.686
C -19.993 10.115 3.333
C -18.841 11.196 5.328
C -19.102 11.071 3.890
C -19.553 5.016 4.098
H -22.080 9.440 2.478
H -17.015 13.490 2.710
H -16.497 5.506 1.826
H -12.535 10.027 5.450
H -20.939 6.232 9.915
H -21.728 1.784 4.179
H -21.453 7.785 2.667
H -22.786 8.305 9.229
H -22.469 9.897 9.662
H -18.159 12.694 6.722
H -19.899 9.472 9.268
H -18.800 12.813 9.306
H -23.455 6.659 6.348
H -12.735 12.276 9.159
H -18.673 11.741 1.891
H -21.454 10.211 7.150
H -24.214 8.841 5.673
H -11.890 12.060 6.829
H -18.044 3.540 1.482
H -22.406 6.642 7.701
H -23.216 10.125 7.399
H -20.794 4.247 10.078
H -16.902 14.008 5.195
H -22.769 7.144 4.382
H -17.742 1.838 8.192
H -17.599 11.132 7.835
H -16.446 8.845 11.224
H -17.587 10.413 12.730
H -14.600 10.781 9.936
H -16.877 7.016 3.769
H -19.575 1.920 9.742
H -18.645 12.586 11.810
H -14.378 8.620 6.221
H -20.588 8.382 10.429
H -22.949 10.046 5.233
H -23.972 7.601 7.706
H -20.105 10.269 2.244
H -23.853 8.228 3.512
H -16.866 3.805 7.024
```

Atomic partial charges in e from the Löwdin method, atoms 1 to 4: number 1, Nd, carries 1.941; number 2, I, carries 0.846; number 3, I, carries 0.862; number 4, S, carries 1.015

***

(4)
DFT (the ωB97M-V functional and the def2-TZVPD basis) results for a molecular structure, C42H40AgAs2N7O9S2.

HOMO in hartree: -0.2515
Charge: 0
LUMO level in eV: -1.3
Gap between HOMO and LUMO in hartree: 0.205

```
103
C42H40AgAs2N7O9S2 | the OMol25 dataset | the ωB97M-V functional and the def2-TZVPD basis
Ag 1.373 1.642 1.556
As 3.474 -2.911 0.929
As 0.920 -1.288 2.044
S 1.899 0.983 3.981
S 4.797 0.440 4.925
O 0.520 -5.322 -0.624
O 5.458 -0.243 0.963
O -1.420 -2.206 0.481
O -8.418 1.799 -7.410
O 2.743 -5.475 -0.367
O -1.322 -4.296 1.301
O 2.705 -1.962 4.885
O 3.272 0.082 0.578
O 2.273 -3.834 3.741
N 1.801 3.939 0.503
N 3.546 2.389 1.909
N -1.092 1.537 1.250
N 4.211 1.328 2.391
N -3.034 1.760 -3.862
N -4.541 1.817 -2.237
N 0.743 1.409 -0.739
C -6.757 1.801 -4.133
C -3.293 1.761 -1.689
C -1.966 1.557 2.234
C 1.369 1.488 -3.037
C 2.885 -1.863 2.536
C -7.788 1.792 -5.056
C -0.543 1.557 -1.080
C 6.472 -0.445 1.929
C 3.575 0.566 3.506
C 1.303 5.282 -1.411
C 1.701 -3.696 0.694
C 0.659 -2.996 1.148
C 0.059 1.640 -3.420
C -9.786 1.753 -7.064
C -1.533 1.603 -0.016
C -2.910 1.711 -0.314
C -0.939 1.647 -2.435
C -6.166 1.821 -6.833
C -2.736 -4.416 1.156
C 3.478 4.340 -1.161
C 3.051 3.758 0.037
C 3.902 2.821 0.748
C 2.707 -6.683 -1.120
C -0.782 -3.154 0.904
C 1.663 1.347 -1.678
C -2.332 1.727 -2.690
C 2.413 -2.662 6.090
C 4.205 0.074 1.469
C -5.425 1.820 -4.538
C 4.498 -4.327 1.875
C 3.643 -0.671 2.684
C -0.225 -1.752 3.589
C -7.498 1.802 -6.417
C -4.367 1.810 -3.540
C -5.147 1.830 -5.909
C 2.584 -2.665 3.758
C -3.821 1.750 0.747
C 3.955 1.200 6.332
C 1.543 -4.894 -0.152
C 0.973 4.697 -0.196
C -3.345 1.668 2.033
C 2.590 5.100 -1.898
H 3.225 -3.352 6.329
H -6.970 1.793 -3.074
H -5.962 1.825 -7.894
H -1.233 -1.463 3.281
H 1.488 -3.229 5.986
H 4.779 2.432 0.234
H -0.016 4.830 0.230
H 7.398 -0.571 1.373
H -1.552 1.487 3.235
H 4.489 4.171 -1.505
H 3.740 -6.968 -1.295
H -0.201 -2.818 3.811
H 3.873 -4.971 2.485
H 6.554 0.411 2.603
H 5.013 -4.922 1.121
H -10.022 0.852 -6.491
H 2.186 -7.459 -0.558
H 2.888 5.538 -2.841
H -10.087 2.638 -6.496
H -3.072 -3.890 0.265
H 2.892 0.989 6.245
H 0.058 -1.164 4.462
H -3.231 -3.993 2.032
H 2.166 1.461 -3.766
H 2.669 1.153 -1.328
H -4.014 1.698 2.881
H 5.253 -3.845 2.500
H 2.183 -6.530 -2.063
H -10.328 1.732 -8.007
H -2.646 1.724 -4.786
H -4.129 1.849 -6.273
H -0.205 1.740 -4.465
H -8.810 1.772 -4.707
H 0.573 5.859 -1.961
H 4.373 0.739 7.224
H -4.875 1.841 0.524
H 2.323 -1.905 6.865
H 4.123 2.272 6.338
H 6.275 -1.344 2.527
H -2.948 -5.478 1.077
```

Atomic partial charges in e from the Löwdin method, atoms 1 to 4: number 1, Ag, carries 0.586; number 2, As, carries 1.378; number 3, As, carries 1.323; number 4, S, carries 0.568